Density functional theory data (wB97M-V/def2-TZVPD) for a cluster of 5 separate species, C55H120F3N2O3P2S in total.

Output
Total charge: +3
Orbital gap: 10.03 eV
HOMO level: -0.5414 Eh

Geometry as XYZ:
```
186
C55H120F3N2O3P2S wB97M-V/def2-TZVPD
C -3.303 4.820 -2.103
C -2.096 5.734 -1.779
C -1.230 5.967 -3.046
C -0.271 4.832 -3.176
N 0.391 4.609 -4.538
C 1.411 3.479 -4.374
C 0.755 2.244 -4.946
C -0.174 2.735 -6.037
C -0.617 4.184 -5.527
C 1.038 5.900 -4.941
C 1.618 5.953 -6.394
C 2.563 7.139 -6.611
H -3.738 4.474 -1.137
H -2.950 3.919 -2.609
H -4.128 5.236 -2.727
H -1.404 5.381 -1.031
H -2.613 6.648 -1.330
H -0.679 6.843 -3.135
H -1.926 6.070 -3.943
H -0.751 3.883 -2.858
H 0.528 4.969 -2.498
H 2.270 3.647 -5.029
H 1.772 3.378 -3.338
H 1.502 1.491 -5.384
H 0.231 1.775 -4.090
H 0.322 2.699 -7.001
H -1.079 2.076 -6.202
H -0.648 4.895 -6.375
H -1.531 4.054 -5.058
H 1.814 6.111 -4.244
H 0.383 6.764 -4.833
H 0.804 6.186 -7.065
H 2.029 5.003 -6.676
H 2.763 7.258 -7.710
H 3.464 7.026 -6.015
H 2.024 8.036 -6.232
C 6.376 0.533 2.106
C 5.961 1.566 3.161
C 4.699 2.368 2.973
C 4.581 3.613 3.902
N 4.728 4.980 3.279
C 3.496 5.219 2.434
C 3.942 5.962 1.188
C 5.338 5.319 0.908
C 5.937 5.053 2.298
C 4.880 5.914 4.451
C 4.919 7.397 4.244
C 5.417 7.985 5.594
H 7.405 0.199 2.252
H 6.199 0.944 1.168
H 5.643 -0.315 2.204
H 6.802 2.247 3.302
H 6.008 0.980 4.071
H 3.787 1.758 3.138
H 4.681 2.668 1.942
H 5.300 3.643 4.708
H 3.591 3.665 4.291
H 2.727 5.734 3.017
H 3.065 4.249 2.170
H 3.997 6.999 1.348
H 3.265 5.696 0.373
H 5.968 5.872 0.173
H 5.256 4.295 0.497
H 6.557 5.913 2.638
H 6.536 4.154 2.292
H 5.720 5.528 4.928
H 3.997 5.685 5.080
H 3.874 7.796 3.913
H 5.629 7.750 3.471
H 5.456 9.060 5.675
H 6.412 7.636 5.829
H 4.821 7.664 6.440
C -0.434 -4.698 0.387
C 0.384 -5.799 -0.386
C 0.088 -7.254 -0.008
C 0.539 -8.258 -1.116
P -0.312 -8.461 -2.702
C 0.720 -9.686 -3.552
C 0.268 -9.971 -5.002
C 1.181 -10.944 -5.804
C 2.545 -10.304 -6.074
C -0.489 -7.029 -3.672
C 0.761 -6.318 -4.099
C 0.513 -5.222 -5.135
C -0.015 -5.764 -6.456
C -1.858 -9.214 -2.498
C -2.857 -8.141 -1.995
C -4.259 -8.595 -1.733
C -5.193 -7.587 -1.176
H -0.241 -4.636 1.455
H -1.504 -4.922 0.246
H -0.242 -3.731 -0.103
H 1.437 -5.635 -0.183
H 0.197 -5.602 -1.413
H -0.955 -7.494 0.266
H 0.733 -7.512 0.823
H 0.553 -9.252 -0.707
H 1.581 -8.010 -1.420
H 0.691 -10.622 -2.976
H 1.765 -9.293 -3.600
H 0.233 -9.017 -5.619
H -0.701 -10.371 -4.930
H 0.660 -11.089 -6.798
H 1.280 -11.832 -5.206
H 2.402 -9.314 -6.510
H 3.203 -10.828 -6.731
H 3.051 -10.231 -5.092
H -1.157 -6.349 -3.175
H -0.955 -7.433 -4.623
H 1.349 -7.080 -4.535
H 1.292 -5.878 -3.213
H 1.428 -4.650 -5.324
H -0.248 -4.493 -4.723
H 0.691 -6.449 -6.955
H -0.234 -5.053 -7.233
H -0.984 -6.311 -6.376
H -1.832 -10.113 -1.900
H -2.179 -9.707 -3.437
H -3.007 -7.245 -2.602
H -2.403 -7.776 -1.032
H -4.177 -9.467 -0.985
H -4.746 -9.120 -2.584
H -5.088 -6.700 -1.814
H -4.828 -7.187 -0.247
H -6.250 -7.910 -1.112
C -2.978 -1.008 9.049
C -3.741 -1.071 7.729
C -3.272 -0.080 6.701
C -4.044 -0.284 5.405
P -3.460 0.762 4.046
C -1.691 0.722 3.701
C -1.098 -0.683 3.457
C 0.365 -0.657 2.943
C 1.546 -0.593 3.881
C -4.430 0.136 2.600
C -4.034 0.606 1.198
C -5.279 0.562 0.296
C -4.922 0.492 -1.201
C -3.908 2.472 4.472
C -3.269 3.464 3.517
C -3.790 4.878 3.577
C -3.693 5.491 4.951
H -1.914 -1.224 8.939
H -3.382 -1.662 9.809
H -3.039 0.037 9.349
H -4.737 -0.756 7.952
H -3.779 -2.022 7.230
H -2.149 -0.284 6.438
H -3.260 0.973 7.072
H -5.096 -0.037 5.510
H -3.899 -1.297 5.077
H -1.263 1.117 4.647
H -1.485 1.409 2.936
H -1.661 -1.067 2.628
H -1.174 -1.311 4.396
H 0.427 0.139 2.207
H 0.506 -1.564 2.312
H 1.439 0.271 4.524
H 2.443 -0.416 3.241
H 1.715 -1.531 4.417
H -5.455 0.377 2.888
H -4.252 -0.914 2.732
H -3.158 0.018 0.803
H -3.714 1.635 1.101
H -6.020 1.361 0.494
H -5.824 -0.361 0.561
H -5.831 0.247 -1.772
H -4.199 -0.354 -1.336
H -4.539 1.458 -1.582
H -3.590 2.611 5.466
H -4.992 2.476 4.496
H -3.494 3.164 2.476
H -2.226 3.526 3.707
H -4.824 4.795 3.280
H -3.293 5.538 2.914
H -3.947 6.557 5.080
H -2.722 5.372 5.334
H -4.318 4.937 5.680
C 0.780 2.110 -0.165
F 0.235 0.894 0.210
F 2.076 1.923 -0.170
F 0.422 2.304 -1.501
S 0.318 3.495 0.886
O 0.891 3.084 2.186
O 0.905 4.666 0.314
O -1.135 3.510 0.840
```

=====

Density functional theory data (wB97M-V/def2-TZVPD) for a structure of composition C55H39N10OSeSiW.

Output
Total charge: +1
Orbital gap (spin up / spin down): 4.46 / 4.47 eV
HOMO level (spin up / spin down): -0.3183 / -0.3187 Eh

Geometry as XYZ:
```
108
C55H39N10OSeSiW wB97M-V/def2-TZVPD
W 1.059 0.071 -0.442
C 1.926 4.769 -4.866
C 3.090 4.035 -5.103
C 3.531 3.086 -4.199
C 2.754 2.867 -3.074
C 2.913 1.986 -1.948
N 1.778 2.038 -1.121
C 1.025 3.089 -1.600
N 0.055 3.658 -0.925
C -0.420 3.127 0.183
C -1.258 3.830 1.102
C -1.658 5.157 1.194
C -2.428 5.525 2.278
C -2.805 4.596 3.256
C -2.422 3.277 3.180
C -1.637 2.883 2.089
C -1.018 1.678 1.704
N -1.253 0.446 2.436
C -0.337 -0.656 2.203
N 0.919 -0.337 1.742
C 1.758 -1.346 2.193
N 3.075 -1.278 2.136
C 3.684 -0.423 1.341
N 3.104 0.205 0.249
C 4.164 0.774 -0.466
N 4.045 1.450 -1.591
C 5.406 0.544 0.197
C 6.719 0.894 -0.109
C 7.694 0.546 0.803
C 7.381 -0.113 1.996
C 6.085 -0.481 2.300
C 5.096 -0.166 1.378
C 0.998 -2.346 2.866
C 1.367 -3.568 3.418
C 0.383 -4.348 3.980
C -0.955 -3.928 3.980
C -1.346 -2.721 3.449
C -0.356 -1.891 2.888
N -0.249 1.805 0.592
C 1.569 3.591 -2.841
C 1.159 4.575 -3.729
H 1.610 5.504 -5.590
H 3.654 4.218 -6.006
H 4.426 2.508 -4.352
H -1.360 5.870 0.443
H -2.738 6.551 2.390
H -3.397 4.922 4.099
H -2.725 2.576 3.944
H 6.944 1.406 -1.031
H 8.726 0.784 0.602
H 8.173 -0.343 2.689
H 5.834 -0.982 3.221
H 2.402 -3.867 3.390
H 0.635 -5.295 4.427
H -1.702 -4.585 4.398
H -2.388 -2.434 3.454
H 0.273 5.159 -3.535
O -0.782 -0.488 -0.349
Si -2.384 -0.378 -0.547
C -2.739 0.960 -1.837
C -1.652 1.484 -2.531
C -1.804 2.250 -3.670
C -3.083 2.561 -4.103
C -4.182 2.114 -3.386
C -4.014 1.302 -2.280
C -3.289 -0.105 1.121
C -2.688 0.110 2.349
C -3.393 0.092 3.544
C -4.761 -0.093 3.524
C -5.404 -0.254 2.307
C -4.673 -0.285 1.133
C -3.140 -2.021 -1.127
C -3.656 -2.961 -0.235
C -4.244 -4.129 -0.684
C -4.315 -4.389 -2.044
C -3.782 -3.481 -2.943
C -3.210 -2.306 -2.488
H -0.648 1.246 -2.173
H -0.935 2.565 -4.229
H -3.224 3.142 -5.000
H -5.178 2.372 -3.715
H -4.882 0.915 -1.771
H -1.114 0.702 3.426
H -2.872 0.195 4.487
H -5.313 -0.099 4.450
H -6.476 -0.373 2.285
H -5.176 -0.466 0.195
H -3.601 -2.780 0.830
H -4.645 -4.839 0.026
H -4.786 -5.294 -2.398
H -3.809 -3.685 -4.002
H -2.805 -1.597 -3.194
C 4.087 -2.302 -1.130
N 2.884 -2.914 -0.621
C 2.826 -4.274 -0.518
C 1.554 -4.593 -0.200
N 0.868 -3.417 -0.122
C -0.569 -3.390 -0.091
C 1.678 -2.343 -0.342
Se 1.237 -0.563 -2.720
H 4.555 -3.006 -1.818
H 4.785 -2.085 -0.320
H 3.861 -1.395 -1.695
H 3.684 -4.886 -0.705
H 1.081 -5.539 -0.050
H -0.955 -4.402 -0.200
H -0.918 -2.798 -0.940
H -0.953 -2.972 0.839
```

=====

| no. | maximum force (eV Å⁻¹) | electronic energy (eV) |
| --- | --- | --- |
| 1 | 4.4 | -105648.5307 |
| 2 | 2.8 | -149663.6823 |